This record from the OMol25 dataset describes 2 unconnected molecules or ions with the total composition C6H10O in a non-equilibrium geometry. The level of theory is ωB97M-V/def2-TZVPD.

Geometry as XYZ:
```
17
Properties=species:S:1:pos:R:3:mulliken_charge:R:1
C 0.0043 -0.3626 -2.7390 -0.747
C 0.1497 -0.5021 -1.4221 -0.081
C 0.7542 0.6157 -0.6202 0.924
C 0.7721 1.9174 -0.9408 -0.945
C 1.1005 0.2275 0.7996 -0.319
C 1.0301 -1.0199 1.3062 -0.778
H -0.3507 -1.1135 -3.4363 0.278
H 0.1491 0.6459 -3.1357 0.113
H -0.0363 -1.4324 -0.8984 0.260
H 1.0990 2.5421 -0.1196 0.238
H 0.5678 2.3447 -1.9152 0.285
H 1.8654 0.9265 1.1766 0.239
H 0.1197 -1.5469 1.6064 0.312
H 1.8990 -1.2474 1.9371 0.233
O -2.8778 -0.6982 2.5772 -0.644
H -2.5583 0.1032 2.1726 0.316
H -2.5089 -0.7045 3.4661 0.318
```

Properties
HOMO-LUMO gap	8.65	eV
SMILES	C=CC(=C)C=C.O
relative energy (zero: lowest compared OMol25 entry of this formula, charge and spin)	70.36	kcal per mole
calculated total energy	-8428.189	eV
HOMO energy	-8.441	eV